i.
25
Properties=species:S:1:pos:R:3:lowdin_charge:R:1 method="wB97M-V/def2-TZVPD" orbital_gap_ev=8.6
C 2.087 -1.063 0.757 -0.266
C 1.056 -0.017 0.351 -0.231
C 1.337 1.107 -0.330 -0.032
C 0.575 2.478 -0.449 -0.082
C -0.798 1.990 0.358 -0.122
C -1.205 0.588 0.284 -0.282
C -2.546 0.279 0.224 -0.024
C -3.068 -1.026 -0.094 -0.087
C -2.171 -2.036 -0.111 -0.176
C -0.914 -1.719 -0.074 -0.041
C -0.312 -0.384 0.236 -0.153
H 2.403 -1.654 -1.523 0.207
H 4.135 -1.072 -0.509 0.117
H 1.928 -2.008 1.337 0.098
H 2.794 -0.538 1.649 0.153
H 2.391 1.196 -0.470 0.087
H 0.441 2.736 -1.500 0.095
H 1.015 3.252 0.142 0.087
H -0.512 2.395 1.428 0.150
H -1.619 2.702 0.056 0.109
H -3.289 1.153 -0.121 0.149
H -4.117 -1.118 -0.125 0.083
H -2.524 -3.026 -0.666 0.156
H -0.196 -2.503 -0.591 0.146
N 3.110 -1.710 -0.260 -0.140

ii.
25
Properties=species:S:1:pos:R:3:lowdin_charge:R:1 method="wB97M-V/def2-TZVPD" smiles="NCC1=CCCc2ccccc21" orbital_gap_ev=9.0
N 3.113 -1.304 -0.690 -0.027
C 2.325 -0.995 0.652 -0.305
C 1.345 0.075 0.356 -0.214
C 1.641 1.381 -0.018 -0.082
C 0.582 2.368 -0.421 -0.156
C -0.811 2.042 0.253 -0.124
C -1.197 0.566 0.155 -0.218
C -2.480 0.396 -0.064 -0.128
C -2.742 -0.793 -0.228 -0.160
C -1.883 -1.925 -0.061 -0.053
C -0.536 -1.625 -0.056 -0.074
C -0.158 -0.323 0.093 -0.107
H 2.149 -1.922 -0.784 0.090
H 2.746 -0.229 -1.227 0.163
H 1.828 -1.835 1.076 0.064
H 2.920 -0.545 1.703 0.173
H 2.673 1.590 0.358 0.121
H 0.372 2.159 -1.529 0.149
H 0.843 3.317 -0.010 0.094
H -0.920 2.108 1.419 0.160
H -1.514 2.732 -0.148 0.089
H -3.198 1.175 0.018 0.136
H -3.863 -1.067 -0.423 0.142
H -2.486 -2.939 0.475 0.187
H 0.142 -2.418 -0.065 0.081

Least stable structure: i

i.
13
Properties=species:S:1:pos:R:3:lowdin_charge:R:1 method="wB97M-V/def2-TZVPD" smiles="Nc1cc(N=S)c[nH]1" orbital_gap_ev=7.0
N 3.324 -0.256 -0.004 0.074
C 1.914 -0.141 0.002 -0.365
C 0.871 -1.022 0.005 0.017
C -0.328 -0.253 0.003 -0.439
N -1.583 -0.820 0.003 -0.462
S -2.899 0.069 -0.002 0.602
C 0.034 1.099 -0.004 -0.068
N 1.378 1.139 0.004 0.082
H 3.661 -0.731 -0.831 0.077
H 3.653 -0.756 0.837 0.094
H 0.910 -2.104 -0.034 0.115
H -0.594 1.988 0.003 0.110
H 1.971 1.962 -0.006 0.162

ii.
13
Properties=species:S:1:pos:R:3:lowdin_charge:R:1 method="wB97M-V/def2-TZVPD" smiles="C=Nn1cc(S)cn1" orbital_gap_ev=8.9
C -1.700 2.071 1.704 -0.028
N -1.439 0.832 1.884 0.045
N -0.681 0.152 0.945 -0.217
C -0.057 0.611 -0.189 -0.088
C 0.575 -0.469 -0.736 -0.662
S 1.570 -0.509 -2.147 0.792
C 0.272 -1.535 0.153 -0.156
N -0.460 -1.136 1.200 0.093
H -2.349 2.650 2.433 0.090
H -1.353 2.628 0.825 0.059
H -0.161 1.599 -0.533 0.093
H 1.649 0.823 -2.329 -0.124
H 0.613 -2.558 0.162 0.103

iii.
13
Properties=species:S:1:pos:R:3:lowdin_charge:R:1 method="wB97M-V/def2-TZVPD" smiles="CC1=NSC=NN=C1" orbital_gap_ev=9.0
C -0.526 -0.047 -2.646 -0.039
C -0.187 0.175 -1.191 -0.426
N -1.115 0.621 -0.434 -0.231
S -0.728 0.902 1.241 0.864
C -0.140 -0.735 1.636 -0.459
N 0.842 -1.316 1.079 -0.031
N 1.681 -0.631 0.242 0.018
C 1.232 -0.043 -0.789 -0.129
H -1.535 0.295 -2.846 0.078
H -0.376 -1.092 -2.904 0.084
H 0.159 0.545 -3.278 0.088
H -0.707 -1.323 2.378 0.074
H 1.974 0.323 -1.472 0.109

Least stable structure: iii

i.
15
Properties=species:S:1:pos:R:3:lowdin_charge:R:1 method="wB97M-V/def2-TZVPD" smiles="OB(O)C1=CNNC1" orbital_gap_ev=8.3
O -2.475 -1.138 -0.450 0.161
B -1.822 -0.075 0.030 -0.714
O -2.471 1.099 0.275 0.138
C -0.226 -0.224 0.111 0.009
C 0.546 -1.324 0.319 -0.125
N 1.915 -1.077 0.070 -0.075
N 2.143 0.292 -0.406 -0.084
C 0.990 1.068 0.016 -0.091
H -3.437 -0.959 -0.631 0.131
H -3.481 1.103 0.221 0.140
H 0.141 -2.370 0.275 0.133
H 2.675 -1.319 0.729 0.122
H 2.165 0.263 -1.456 0.121
H 0.657 1.677 -0.780 0.087
H 1.052 1.454 0.926 0.046

ii.
15
Properties=species:S:1:pos:R:3:lowdin_charge:R:1 method="wB97M-V/def2-TZVPD" orbital_gap_ev=8.3
B 1.302 -0.414 0.154 -0.785
C -1.132 -1.528 -0.094 -0.200
C -0.972 1.212 -0.106 0.066
C 0.111 -1.144 -0.515 0.012
N -2.149 -0.788 0.364 0.005
N -2.046 0.503 0.179 -0.092
O 1.325 -0.275 1.520 0.161
O 2.345 -0.039 -0.637 0.166
H -1.491 -2.523 -0.339 0.103
H -0.031 1.035 0.343 0.029
H -1.140 2.177 -0.558 0.084
H 0.499 -1.832 -1.272 0.093
H -2.960 0.941 0.065 0.158
H 2.123 0.081 1.913 0.101
H 3.117 0.324 -0.200 0.100

Least stable structure: ii

i.
60
Properties=species:S:1:pos:R:3:lowdin_charge:R:1 method="wB97M-V/def2-TZVPD" smiles=CCCC#N.CCCC#N.CCCC#N.CCCC#N.CCCC#N orbital_gap_ev=11.2
C 19.140 5.568 2.666 -0.132
C 19.525 6.688 1.752 -0.258
C 20.534 6.113 0.679 -0.170
C 21.562 5.210 1.245 -0.251
N 22.326 4.497 1.695 0.144
H 18.835 4.838 1.915 0.077
H 18.249 5.897 3.200 0.076
H 19.949 5.181 3.286 0.079
H 20.043 7.419 2.373 0.105
H 18.669 7.164 1.274 0.109
H 21.074 6.874 0.116 0.109
H 19.940 5.529 -0.025 0.111
C 25.286 6.401 7.541 -0.104
C 26.484 7.362 7.505 -0.250
C 27.824 6.636 7.421 -0.222
C 28.961 7.511 7.221 -0.234
N 29.930 8.199 7.111 0.124
H 25.434 5.681 8.345 0.070
H 25.168 5.789 6.646 0.074
H 24.403 7.013 7.724 0.071
H 26.520 7.918 8.441 0.112
H 26.426 8.086 6.692 0.113
H 27.925 5.891 6.631 0.123
H 28.121 6.090 8.317 0.123
C 11.427 12.720 9.387 -0.113
C 10.379 13.529 10.150 -0.251
C 8.970 13.009 9.836 -0.206
C 8.184 13.393 8.670 -0.233
N 7.555 13.611 7.747 0.140
H 12.320 13.341 9.458 0.071
H 11.148 12.640 8.336 0.076
H 11.619 11.697 9.710 0.075
H 10.346 14.552 9.774 0.105
H 10.671 13.665 11.191 0.109
H 8.282 13.125 10.674 0.116
H 9.118 11.930 9.789 0.113
C 17.069 11.883 4.598 -0.110
C 17.243 11.180 5.971 -0.253
C 18.614 11.494 6.616 -0.189
C 19.803 11.273 5.742 -0.215
N 20.763 11.122 5.119 0.135
H 17.752 11.457 3.863 0.065
H 17.293 12.948 4.658 0.074
H 16.087 11.752 4.143 0.067
H 17.135 10.106 5.819 0.101
H 16.458 11.504 6.655 0.102
H 18.653 10.935 7.551 0.111
H 18.505 12.534 6.925 0.113
C 17.251 6.657 11.257 -0.098
C 18.582 5.878 10.981 -0.264
C 19.711 6.067 11.937 -0.203
C 20.095 7.465 12.301 -0.214
N 20.370 8.524 12.643 0.134
H 16.441 6.260 10.644 0.064
H 17.362 7.727 11.083 0.067
H 16.822 6.543 12.253 0.067
H 18.872 6.185 9.976 0.105
H 18.372 4.822 10.810 0.107
H 20.576 5.600 11.466 0.115
H 19.523 5.525 12.864 0.119

ii.
60
Properties=species:S:1:pos:R:3:lowdin_charge:R:1 method="wB97M-V/def2-TZVPD" smiles=CCCC#N.CCCC#N.CCCC#N.CCCC#N.CCCC#N orbital_gap_ev=11.7
C 3.429 -2.084 1.751 -0.108
C 4.477 -2.599 2.747 -0.272
C 4.432 -1.878 4.027 -0.220
C 5.452 -2.321 5.061 -0.233
N 6.161 -2.619 5.861 0.133
H 3.127 -2.897 1.090 0.066
H 3.761 -1.170 1.261 0.068
H 2.462 -1.897 2.218 0.062
H 5.502 -2.569 2.377 0.121
H 4.241 -3.601 3.106 0.116
H 3.458 -1.960 4.507 0.119
H 4.715 -0.825 4.004 0.116
C -2.109 1.432 -8.840 -0.105
C -1.253 1.249 -7.603 -0.256
C -1.761 1.907 -6.296 -0.197
C -0.793 1.991 -5.213 -0.213
N -0.019 2.063 -4.348 0.154
H -1.404 1.392 -9.670 0.073
H -2.598 2.404 -8.899 0.074
H -2.882 0.688 -9.035 0.074
H -0.323 1.810 -7.695 0.107
H -1.024 0.204 -7.394 0.112
H -2.719 1.517 -5.952 0.123
H -1.874 2.953 -6.584 0.118
C -2.089 -1.804 2.331 -0.111
C -3.515 -1.905 2.978 -0.193
C -4.539 -0.986 2.276 -0.186
C -4.138 -0.004 1.321 -0.292
N -3.787 0.737 0.600 0.173
H -1.393 -2.524 2.761 0.069
H -1.581 -0.842 2.270 0.034
H -1.894 -2.129 1.309 0.063
H -3.394 -1.590 4.014 0.093
H -3.788 -2.960 3.004 0.103
H -5.436 -0.593 2.755 0.123
H -5.062 -1.707 1.648 0.116
C 0.350 -0.730 -0.516 -0.107
C 0.957 0.452 -1.170 -0.265
C 2.063 0.174 -2.194 -0.191
C 3.000 -0.897 -1.888 -0.242
N 3.758 -1.743 -1.626 0.146
H -0.098 -0.577 0.466 0.050
H 1.058 -1.559 -0.538 0.067
H -0.484 -1.043 -1.142 0.081
H 1.433 0.960 -0.331 0.101
H 0.300 1.185 -1.638 0.096
H 2.733 1.008 -2.400 0.123
H 1.569 -0.206 -3.089 0.112
C 0.621 1.527 3.311 -0.091
C -0.219 2.777 3.112 -0.261
C -1.669 2.548 2.746 -0.228
C -2.496 1.959 3.748 -0.222
N -3.200 1.450 4.545 0.153
H 1.674 1.790 3.212 0.076
H 0.258 0.687 2.719 0.052
H 0.468 1.200 4.339 0.077
H 0.040 3.426 2.275 0.110
H -0.178 3.340 4.044 0.113
H -1.649 1.914 1.859 0.099
H -2.126 3.478 2.407 0.128

Least stable structure: ii

i.
14
Properties=species:S:1:pos:R:3:lowdin_charge:R:1 method="wB97M-V/def2-TZVPD" orbital_gap_ev=9.4
C 0.275 2.302 -1.586 -0.119
C -0.305 1.346 -0.594 -0.672
Cl -1.843 1.895 0.097 0.654
C 0.192 0.210 -0.256 -0.190
O -0.378 -0.655 0.653 -0.084
C 0.238 -1.844 0.928 -0.226
C -0.272 -2.703 1.787 -0.543
Cl -1.755 -2.458 2.655 0.617
H 1.185 1.816 -1.961 0.084
H -0.364 2.552 -2.431 0.077
H 0.408 3.271 -1.108 0.076
H 1.132 -0.155 -0.670 0.131
H 1.246 -1.969 0.451 0.139
H 0.242 -3.608 2.036 0.057

ii.
14
Properties=species:S:1:pos:R:3:lowdin_charge:R:1 method="wB97M-V/def2-TZVPD" smiles="C=C(C)C(=O)C(Cl)Cl" orbital_gap_ev=9.9
C -0.907 1.130 -0.645 0.071
C -0.743 -0.053 -0.032 -0.193
C -1.710 -1.116 0.563 -0.013
C 0.760 -0.285 0.361 -0.477
O 1.099 -0.982 1.300 0.064
C 1.844 0.366 -0.380 -0.906
Cl 3.441 -0.622 -0.489 0.529
Cl 2.237 1.951 0.430 0.595
H -1.793 1.382 -1.159 0.061
H -0.087 1.794 -0.830 0.029
H -1.924 -1.894 -0.035 0.031
H -2.698 -0.792 0.922 0.092
H -1.101 -1.459 1.390 0.069
H 1.582 0.581 -1.395 0.049

Least stable structure: ii